# C66H62BCdN10OP2S

A structure of composition C66H62BCdN10OP2S (ωB97M-V/def2-TZVPD, the OMol25 dataset).

Results
LUMO (spin up / spin down) = -4.498 / -6.361 eV
gap between HOMO and LUMO (spin up / spin down) = 0.2700 / 0.2028 hartree
2S+1 = 2
net charge = +2
<S²> = 0.7766

Structure (XYZ):
```
144
Properties=species:S:1:pos:R:3:forces:R:3
Cd 0.892095 0.744102 0.428828 0.018 -0.128 0.393
O -0.190968 -0.763665 -1.349374 -0.186 0.192 -0.053
S -1.347546 -1.418306 -0.571494 0.043 0.163 0.145
C -2.684767 -1.763096 -1.712293 0.125 -0.015 -0.060
C -3.533883 -2.765018 -1.291064 -0.011 -0.018 -0.020
C -4.676409 -3.158527 -2.010672 0.014 -0.020 0.081
C -4.932457 -2.528550 -3.192937 -0.055 -0.010 -0.091
C -6.021018 -2.753762 -4.215947 0.116 0.053 0.020
C -5.767808 -1.678402 -5.303900 0.089 -0.002 0.085
C -4.522181 -0.957354 -4.849148 -0.031 -0.006 -0.022
C -3.823203 0.064120 -5.425213 0.009 0.036 -0.058
C -2.727631 0.589764 -4.717800 -0.020 0.032 -0.002
C -2.304666 0.117515 -3.486673 0.121 0.056 0.121
P -1.007026 1.149009 -2.751492 -0.263 0.037 -0.607
C -1.659517 2.747106 -2.404348 0.215 0.188 0.231
C -3.102697 2.896795 -2.117435 0.002 0.116 0.059
C -3.559071 3.956076 -1.446951 0.031 -0.040 -0.035
C -2.635639 4.991942 -0.887863 0.097 -0.219 0.081
C -1.197291 5.021798 -1.477644 -0.034 0.155 0.207
C -0.786749 3.763175 -2.130119 0.004 -0.208 -0.181
C 0.339453 1.164882 -3.940952 -0.084 -0.041 0.105
C 0.831212 2.324498 -4.539600 -0.106 -0.066 -0.142
C 1.886180 2.238201 -5.436766 -0.019 -0.046 -0.006
C 2.453448 1.006721 -5.733699 -0.012 0.022 0.030
C 1.953642 -0.152845 -5.147950 -0.010 0.007 -0.018
C 0.903855 -0.077238 -4.249678 -0.109 -0.059 -0.120
C -2.964602 -1.008321 -2.896323 0.009 -0.083 0.048
C -4.085402 -1.481679 -3.613944 -0.063 0.010 -0.004
C -0.796713 -3.033852 -0.144922 -0.022 0.011 0.185
C -0.487019 -3.905890 -1.165510 -0.012 -0.072 -0.011
C -0.210847 -5.261695 -0.927699 0.061 -0.015 -0.126
C -0.328533 -5.723104 0.357377 -0.019 -0.061 0.066
C -0.198394 -7.118996 0.922367 -0.020 0.097 0.026
C -0.518452 -6.970605 2.434970 -0.011 0.124 -0.038
C -0.736331 -5.487935 2.636276 0.013 -0.086 -0.024
C -1.014629 -4.748092 3.746215 -0.009 0.036 0.106
C -1.085825 -3.341881 3.617655 0.060 -0.061 0.097
C -0.955432 -2.655505 2.427674 0.239 0.049 -0.210
P -0.805497 -0.806053 2.472552 -0.467 0.062 -0.238
C -2.566382 -0.323469 2.685545 0.031 -0.062 0.078
C -3.239178 0.306580 1.646741 -0.070 0.012 -0.065
C -4.592995 0.606126 1.743341 0.006 0.017 -0.005
C -5.291127 0.278830 2.894816 0.013 0.000 -0.014
C -4.629822 -0.346389 3.946127 0.010 -0.008 -0.006
C -3.281166 -0.647641 3.840188 -0.023 -0.018 0.063
C -0.071362 -0.474440 4.109710 0.097 -0.047 -0.079
C -0.470740 0.642613 4.838060 0.008 0.067 -0.016
C 0.190107 0.992150 6.009019 0.027 0.028 -0.040
C 1.264194 0.237856 6.456741 0.036 -0.068 -0.035
C 1.682968 -0.869438 5.725133 -0.027 0.034 0.042
C 1.022467 -1.218782 4.556635 -0.003 0.032 0.063
C -0.802243 -3.435334 1.228933 0.035 0.080 -0.097
C -0.628531 -4.822052 1.398616 -0.018 0.017 -0.049
H -3.306136 -3.291264 -0.371083 0.000 -0.005 -0.017
H -5.304958 -3.955255 -1.632020 0.040 0.037 -0.011
H -7.008950 -2.659292 -3.766871 -0.015 0.007 0.017
H -5.955534 -3.762632 -4.624426 0.000 -0.008 0.003
H -6.600642 -0.978933 -5.380065 -0.007 0.013 -0.006
H -5.633671 -2.115561 -6.293133 0.018 -0.002 -0.001
H -4.099066 0.484463 -6.385118 0.012 -0.008 0.066
H -2.199139 1.428445 -5.159154 -0.005 -0.004 0.008
H -3.788765 2.156803 -2.510582 0.028 -0.013 0.001
H -4.626885 4.083993 -1.298618 0.057 -0.052 0.007
H -3.106202 5.972894 -0.897829 0.025 0.024 -0.040
H -0.901679 5.895483 -2.061022 -0.076 -0.067 -0.115
H 0.279085 3.654823 -2.321651 -0.150 -0.025 0.153
H 0.381439 3.286735 -4.339240 0.031 -0.037 -0.032
H 2.261028 3.138093 -5.907553 -0.007 -0.026 0.019
H 3.280574 0.947404 -6.430208 -0.040 -0.003 0.007
H 2.381888 -1.115191 -5.397943 0.001 0.018 0.012
H 0.516690 -0.976940 -3.782865 0.026 0.049 -0.025
H -0.500085 -3.535813 -2.186559 -0.017 -0.031 0.053
H 0.035551 -5.917212 -1.754170 -0.022 0.016 0.037
H 0.807162 -7.508631 0.759144 0.015 0.013 -0.010
H -0.883015 -7.806344 0.425368 -0.004 0.004 -0.012
H 0.290822 -7.341987 3.063266 0.010 0.008 0.007
H -1.412340 -7.530698 2.711235 -0.005 0.006 0.004
H -1.137673 -5.200348 4.723272 0.010 0.026 -0.038
H -1.201014 -2.776735 4.534235 0.002 0.014 -0.025
H -2.702045 0.565552 0.745140 0.017 0.025 -0.072
H -5.098197 1.098490 0.919993 0.030 -0.022 0.028
H -6.345590 0.511612 2.976663 0.037 -0.014 0.006
H -5.168413 -0.602079 4.850097 0.024 0.016 -0.023
H -2.783520 -1.126326 4.674995 -0.001 0.004 -0.022
H -1.300721 1.246984 4.491056 0.014 -0.010 0.034
H -0.132959 1.861233 6.568411 -0.005 -0.036 -0.016
H 1.774741 0.506866 7.373033 -0.021 -0.007 -0.032
H 2.519194 -1.464921 6.072937 -0.034 0.026 -0.020
H 1.346897 -2.090907 4.002047 0.011 -0.052 -0.011
C 2.892041 2.830362 3.842975 -0.072 -0.015 0.046
C 2.512632 1.694675 3.130737 0.021 0.062 0.004
N 2.103357 2.021863 1.907866 0.220 0.003 0.119
N 2.225798 3.366814 1.794000 0.032 0.098 -0.070
C 2.675890 3.867175 2.959953 0.037 -0.063 -0.045
B 1.768307 4.049592 0.453072 -0.179 -0.050 0.089
N 0.249997 4.030806 0.405865 0.026 -0.167 0.035
C -0.625322 5.098010 -0.009056 -0.057 -0.011 -0.046
C -2.022931 4.718899 0.524647 -0.091 0.112 -0.031
C -1.751596 3.284611 0.881783 -0.122 0.085 -0.031
N -0.515764 2.955798 0.811401 0.245 0.050 -0.152
N 2.398969 3.229732 -0.740849 0.253 -0.030 0.166
C 3.419747 3.582182 -1.536986 0.051 -0.018 0.023
C 3.653798 2.563850 -2.442414 0.022 -0.039 0.046
C 2.708556 1.596528 -2.119184 0.190 -0.007 0.172
N 1.961721 1.999957 -1.087398 -0.151 -0.153 -0.405
N 2.246003 5.492177 0.224892 -0.117 -0.051 -0.013
C 2.892167 6.443087 0.950473 -0.005 -0.142 -0.081
C 2.950769 7.590568 0.205200 -0.017 0.085 -0.085
C 2.296432 7.255926 -0.994149 -0.014 -0.002 -0.077
N 1.872835 6.003338 -0.986090 0.129 0.115 0.216
H 3.255370 2.889809 4.855718 -0.009 0.015 -0.086
H 2.518920 0.665353 3.455446 -0.059 0.046 -0.035
H 2.815361 4.919527 3.112784 -0.021 -0.009 -0.002
H -0.236253 6.079744 0.231857 -0.017 0.015 0.027
H -2.468759 5.281482 1.346780 0.021 -0.048 0.040
H -2.488931 2.589028 1.239509 -0.016 -0.105 0.017
H 3.911539 4.533970 -1.427463 -0.062 -0.023 0.014
H 4.393463 2.532712 -3.225486 -0.052 0.027 0.056
H 2.525104 0.644254 -2.593283 0.103 0.181 0.165
H 3.301107 6.262362 1.926042 0.003 -0.026 -0.028
H 3.405429 8.527606 0.482923 -0.032 -0.072 -0.029
H 2.124766 7.873850 -1.864386 0.010 -0.036 0.069
C 6.404237 -2.022383 0.395414 -0.046 0.035 0.030
C 5.250771 -2.982754 0.143283 -0.037 -0.030 0.039
N 4.020728 -2.564489 0.830590 -0.091 -0.090 -0.057
C 3.910835 -2.923632 2.246126 0.036 0.124 -0.022
C 2.799607 -3.936462 2.500505 0.028 -0.008 -0.033
C 3.103165 -1.778598 0.232191 -0.074 0.048 -0.007
C 3.115233 -1.698313 -1.269526 0.043 0.072 0.018
N 2.165827 -1.125078 0.860833 -0.021 -0.152 0.065
H 7.306737 -2.368419 -0.110039 -0.037 0.004 0.020
H 6.622878 -1.943778 1.461858 0.011 0.011 -0.030
H 6.161094 -1.024377 0.024009 0.026 -0.025 0.014
H 5.501743 -3.982469 0.497883 -0.014 -0.037 -0.004
H 5.060142 -3.067539 -0.922258 0.000 -0.035 0.003
H 3.786857 -2.026764 2.862670 -0.024 0.016 -0.007
H 4.868013 -3.352768 2.533907 0.038 0.037 0.040
H 1.827805 -3.547552 2.193082 -0.033 -0.016 -0.001
H 2.748684 -4.200631 3.559704 0.021 0.043 -0.062
H 2.991665 -4.848969 1.932079 -0.021 0.019 0.021
H 3.209458 -2.695587 -1.698809 -0.024 0.019 -0.019
H 3.941207 -1.086378 -1.638056 -0.017 -0.029 0.035
H 2.170703 -1.269531 -1.594323 0.019 0.013 0.014
H 2.206342 -1.253926 1.866806 0.120 -0.004 0.063
```
Positions in Å, forces in eV/Å.